# 1
13
Properties=species:S:1:pos:R:3:mulliken_charge:R:1 method="wB97M-V/def2-TZVPD" orbital_gap_ev=8.381 de_lowest_kj_mol=375.9 homo_ev=-8.3 energy_ev=-5310.2712
C -0.666 -1.104 0.917 -1.207
C -0.028 1.301 0.757 -0.513
C 1.128 1.004 -0.183 -0.399
C 0.197 0.227 -1.137 -0.683
C -0.777 0.169 0.061 0.358
H -0.835 -1.988 0.294 0.319
H -1.408 -1.093 1.720 0.335
H 0.322 -1.208 1.381 0.300
H 1.812 0.326 0.350 0.227
H 1.728 1.854 -0.524 0.329
H -0.183 0.861 -1.942 0.261
H 0.550 -0.717 -1.566 0.276
H -1.839 0.370 -0.129 0.398

# 2
11
Properties=species:S:1:pos:R:3:mulliken_charge:R:1 method="wB97M-V/def2-TZVPD" orbital_gap_ev=3.129 de_lowest_kj_mol=50.9 homo_ev=1.7 energy_ev=-19060.0223 total_charge=-2
C 0.967 -0.214 -0.543 0.313
C -0.227 0.435 -1.014 -0.596
N 1.974 -0.629 -0.166 -0.439
O -3.160 1.995 -0.728 -0.658
O -2.675 0.874 1.551 -0.612
O -3.181 -0.651 -0.416 -0.674
P -2.979 0.767 0.119 0.950
H 10.730 -3.975 4.749 -1.000
H -0.392 0.064 -2.024 0.284
H 0.013 1.461 -1.036 0.398
H -1.071 -0.128 -0.493 0.034

# 3
21
Properties=species:S:1:pos:R:3:mulliken_charge:R:1 method="wB97M-V/def2-TZVPD" orbital_gap_ev="4.407 / 4.426" de_lowest_kj_mol=269.9 homo_ev="-6.3 / -6.3" energy_ev=-21740.4537
C -3.190 1.153 -0.110 -0.238
C -2.575 0.886 -1.332 -0.607
C -2.506 1.176 1.121 -0.509
C -1.231 0.411 -1.381 -0.318
C -1.195 0.857 1.119 -0.286
C -0.551 0.398 -0.138 0.189
C 0.639 -0.216 -0.064 0.515
C 1.699 -0.906 -0.054 0.244
C 1.491 -2.396 -0.071 -1.223
N 3.013 -0.667 -0.053 -0.477
N 3.697 0.392 0.439 -0.146
P 3.476 1.731 1.356 -0.295
H -4.244 1.385 -0.172 0.354
H -3.187 1.038 -2.212 0.375
H -2.919 1.411 2.085 0.390
H -0.647 0.444 -2.321 0.362
H -0.635 0.831 2.073 0.378
H 0.581 -2.503 0.365 0.395
H 2.320 -2.916 0.426 0.360
H 1.406 -2.733 -1.115 0.268
H 4.557 0.222 0.040 0.269

# 4
94
Properties=species:S:1:pos:R:3:mulliken_charge:R:1 method="wB97M-V/def2-TZVPD" orbital_gap_ev=7.127 de_lowest_kj_mol=0.0 homo_ev=-9.2 energy_ev=-74859.9366 total_charge=+1
Ir -0.170 -0.554 0.456 1.917
C 2.924 0.433 2.767 -1.197
C 3.451 -0.352 1.567 0.568
C 4.826 0.221 1.208 -1.870
P 2.214 -0.409 0.178 0.298
C 2.792 -1.732 -1.001 0.831
C 2.425 -1.383 -2.445 -1.591
C 4.256 -2.164 -0.931 -1.632
C 2.261 1.154 -0.710 -0.068
C 3.414 1.613 -1.363 -0.339
C 3.407 2.724 -2.179 0.455
C 4.652 3.215 -2.866 -1.747
C 2.175 3.358 -2.376 -1.139
C 1.025 2.925 -1.759 -0.632
C 1.041 1.828 -0.875 -0.209
N -0.110 1.367 -0.250 0.596
C -1.198 2.202 0.033 0.228
C -1.107 3.585 0.229 -0.332
C -2.224 4.325 0.577 -1.291
C -3.477 3.746 0.764 0.524
C -4.679 4.561 1.158 -1.528
C -3.564 2.371 0.598 -0.291
C -2.455 1.611 0.245 -0.930
P -2.442 -0.171 0.053 0.179
C -3.770 -0.915 1.077 0.607
C -3.866 -2.414 0.780 -1.580
C -3.564 -0.674 2.570 -1.594
C -2.939 -0.469 -1.698 0.879
C -4.405 -0.109 -1.942 -1.375
C -2.032 0.312 -2.652 -1.324
H 3.700 0.476 3.534 0.658
H 2.041 -0.021 3.205 -0.168
H 2.671 1.457 2.484 0.260
H 3.568 -1.401 1.863 0.661
H 4.749 1.289 1.001 0.417
H 5.305 -0.264 0.365 0.312
H 5.482 0.102 2.072 0.507
H 2.192 -2.593 -0.690 0.379
H 3.067 -0.587 -2.823 0.356
H 1.391 -1.062 -2.550 0.142
H 2.574 -2.263 -3.074 0.473
H 4.921 -1.390 -1.313 0.294
H 4.386 -3.037 -1.573 0.456
H 4.577 -2.442 0.072 0.398
H 4.339 1.062 -1.252 0.334
H 5.488 2.537 -2.699 0.346
H 4.942 4.200 -2.497 0.358
H 4.499 3.304 -3.942 0.374
H 2.116 4.201 -3.056 0.425
H 0.088 3.416 -1.981 0.649
H -0.152 4.083 0.142 0.707
H -2.110 5.393 0.725 0.394
H -4.477 5.627 1.063 0.394
H -4.966 4.369 2.194 0.301
H -5.540 4.326 0.532 0.362
H -4.520 1.881 0.759 0.517
H -4.700 -0.428 0.768 0.757
H -2.942 -2.920 1.066 0.197
H -4.062 -2.621 -0.272 0.371
H -4.681 -2.850 1.360 0.496
H -2.666 -1.190 2.919 0.118
H -4.419 -1.070 3.121 0.542
H -3.459 0.385 2.805 0.249
H -2.792 -1.538 -1.874 0.556
H -4.604 0.929 -1.665 0.253
H -5.097 -0.753 -1.400 0.315
H -4.626 -0.212 -3.005 0.485
H -2.165 1.387 -2.515 0.196
H -2.306 0.070 -3.680 0.640
H -0.979 0.073 -2.516 -0.113
C -0.703 -1.578 5.709 -1.336
N -0.097 -1.112 4.459 0.369
C 0.305 -2.202 3.587 -0.845
C -0.268 0.149 4.031 0.102
S -0.402 0.741 2.428 0.172
N -0.365 1.113 4.977 0.145
C -0.866 2.447 4.657 -1.211
C 0.420 1.050 6.210 -1.321
H -1.309 -2.455 5.481 0.412
H -1.350 -0.816 6.129 0.454
H 0.052 -1.862 6.443 0.347
H 0.858 -2.926 4.186 0.565
H 0.947 -1.845 2.788 -0.242
H -0.559 -2.697 3.149 0.376
H -1.760 2.382 4.042 0.304
H -0.118 3.038 4.123 0.381
H -1.115 2.942 5.593 0.489
H 1.119 0.220 6.175 0.394
H -0.214 0.954 7.092 0.361
H 0.994 1.973 6.297 0.457
O -0.256 -1.869 -1.247 -0.537
C -0.337 -2.879 -0.492 -0.278
O -0.299 -2.704 0.752 -0.641
H -0.440 -3.880 -0.922 0.302

# 5
77
Properties=species:S:1:pos:R:3:mulliken_charge:R:1 method="wB97M-V/def2-TZVPD" orbital_gap_ev=8.177 smiles="O=C(I)Cc1cccc2nccnc12.C[N+](=O)[O-].C[N+](=O)[O-].C[N+](=O)[O-].C[N+](=O)[O-].C[N+](=O)[O-].C[N+](=O)[O-].C[N+](=O)[O-].C[N+](=O)[O-]" homo_ev=-8.4 energy_ev=-76955.5671
O -3.360 -3.994 4.638 -0.463
C -3.692 -3.668 3.554 0.194
I -5.753 -3.063 3.284 -0.014
C -2.691 -3.652 2.402 0.193
C -3.335 -3.515 1.051 -0.142
C -4.168 -4.498 0.579 -0.003
C -4.811 -4.373 -0.676 -0.689
C -4.595 -3.245 -1.417 -0.511
C -3.721 -2.219 -0.987 0.416
N -3.538 -1.133 -1.800 -0.668
C -2.691 -0.268 -1.316 -0.349
C -2.041 -0.388 -0.066 -0.428
N -2.232 -1.400 0.736 -0.408
C -3.084 -2.360 0.258 0.242
H -2.092 -4.561 2.460 -0.313
H -2.019 -2.817 2.599 0.357
H -4.356 -5.394 1.158 0.455
H -5.461 -5.146 -1.024 0.449
H -5.091 -3.129 -2.371 0.489
H -2.472 0.610 -1.915 0.420
H -1.362 0.397 0.240 0.796
C -5.791 -7.286 -4.577 -0.749
N -5.525 -6.174 -3.623 0.870
O -4.864 -6.421 -2.635 -0.524
O -5.992 -5.091 -3.904 -0.504
H -5.317 -8.183 -4.198 0.322
H -6.868 -7.408 -4.641 0.284
H -5.375 -6.997 -5.537 0.281
C 2.215 1.928 -1.422 -0.536
N 0.859 1.350 -1.227 1.141
O 0.586 0.319 -1.806 -0.611
O 0.108 1.960 -0.491 -0.502
H 2.771 1.286 -2.093 0.377
H 2.091 2.922 -1.847 -0.001
H 2.689 1.975 -0.452 0.211
C -0.310 4.881 -2.663 -0.651
N 0.838 5.613 -3.252 1.070
O 0.622 6.649 -3.838 -0.583
O 1.942 5.117 -3.096 -0.588
H -1.219 5.432 -2.869 0.265
H -0.345 3.894 -3.119 0.329
H -0.131 4.830 -1.597 0.156
C 6.220 2.200 1.151 -0.769
N 5.680 1.414 0.010 0.987
O 5.952 0.234 -0.051 -0.555
O 4.991 2.016 -0.788 -0.557
H 6.807 1.539 1.777 0.293
H 6.833 2.996 0.741 0.281
H 5.371 2.600 1.696 0.304
C 1.189 6.993 1.326 -0.827
N 0.572 6.217 0.222 0.939
O 0.811 5.026 0.174 -0.458
O -0.121 6.831 -0.567 -0.544
H 1.780 6.318 1.933 0.316
H 1.815 7.752 0.866 0.259
H 0.392 7.448 1.906 0.297
C 0.021 -6.590 3.770 -0.731
N -0.590 -7.383 2.667 0.908
O -0.348 -8.568 2.620 -0.547
O -1.296 -6.775 1.888 -0.522
H 0.618 -7.256 4.381 0.321
H 0.635 -5.819 3.314 0.258
H -0.790 -6.151 4.344 0.285
C 2.967 -1.094 2.773 -0.861
N 3.060 0.309 2.287 0.944
O 2.328 0.640 1.382 -0.508
O 3.871 1.029 2.838 -0.552
H 2.209 -1.606 2.192 0.331
H 3.943 -1.549 2.636 0.317
H 2.698 -1.056 3.825 0.308
C 4.295 7.125 -1.140 -0.657
N 4.908 7.000 0.215 0.934
O 4.494 6.116 0.940 -0.499
O 5.781 7.789 0.500 -0.566
H 3.538 6.355 -1.253 0.183
H 3.860 8.118 -1.211 0.294
H 5.088 6.998 -1.869 0.315

# 6
39
Properties=species:S:1:pos:R:3:mulliken_charge:R:1 method="wB97M-V/def2-TZVPD" orbital_gap_ev=9.316 de_lowest_kj_mol=158.7 homo_ev=-9.5 energy_ev=-27040.3027
O 24.593 6.304 13.860 -0.640
H 24.768 5.334 13.710 0.330
H 24.785 6.410 14.785 0.277
O 23.666 0.827 10.219 -0.599
H 23.035 1.322 10.750 0.338
H 24.484 0.709 10.669 0.268
O 25.539 3.805 14.271 -0.620
H 24.647 3.456 14.266 0.354
H 25.548 3.839 15.225 0.300
O 20.632 1.593 9.287 -0.731
H 19.843 2.041 8.887 0.347
H 21.355 2.214 9.175 0.422
O 25.394 2.863 8.822 -0.721
H 25.486 2.824 9.789 0.387
H 25.339 1.935 8.564 0.325
O 23.857 6.194 9.744 -0.679
H 23.567 5.388 10.221 0.376
H 23.751 6.945 10.369 0.310
O 21.363 2.383 11.576 -0.679
H 20.711 2.511 12.251 0.245
H 20.876 1.989 10.894 0.405
O 20.115 3.358 13.743 -0.717
H 20.962 3.818 13.834 0.413
H 19.432 4.001 13.630 0.313
O 22.651 3.350 8.555 -0.596
H 22.494 3.135 7.652 0.256
H 23.540 3.134 8.735 0.287
O 21.087 5.461 9.126 -0.624
H 21.700 4.739 8.876 0.431
H 20.467 5.088 9.730 0.265
O 25.627 2.887 11.593 -0.700
H 25.476 2.202 12.222 0.269
H 26.389 3.388 11.909 0.258
O 23.252 4.243 11.519 -0.718
H 24.183 3.947 11.481 0.536
H 22.659 3.467 11.403 0.350
O 22.693 4.196 14.244 -0.734
H 22.830 4.652 13.441 0.329
H 22.622 4.963 14.825 0.369

# 7
123
Properties=species:S:1:pos:R:3:mulliken_charge:R:1 method="wB97M-V/def2-TZVPD" orbital_gap_ev="4.842 / 4.843" de_lowest_kj_mol=401.0 homo_ev="-10.1 / -10.1" energy_ev=-116241.4628 total_charge=+1
Pb -0.324 -0.741 0.727 2.033
C -3.902 5.709 -1.245 -1.024
N -3.585 4.422 -0.644 0.866
C -3.033 3.366 -1.255 -0.317
N -2.784 2.410 -0.387 -0.192
C -3.226 2.948 0.783 -0.516
N -3.715 4.164 0.667 -1.035
C -2.647 6.195 -1.925 0.350
C -2.545 6.271 -3.307 -0.471
C -1.323 6.561 -3.902 -0.798
C -0.196 6.760 -3.122 -0.603
C -0.304 6.708 -1.734 0.607
C -1.528 6.440 -1.140 -0.246
C 0.860 6.856 -0.861 0.038
N 1.011 7.634 0.159 -0.525
N 2.228 7.332 0.712 -0.359
C 2.723 6.357 0.022 0.433
O 1.912 6.022 -1.014 -0.197
C 3.867 5.514 0.322 0.164
C 4.737 5.802 1.369 -0.797
C 5.701 4.873 1.717 -0.630
C 5.761 3.639 1.080 -0.886
C 4.878 3.338 0.053 0.836
C 4.862 1.978 -0.627 -1.478
N 3.513 1.458 -0.843 1.113
C 2.671 0.900 0.036 -1.260
N 1.488 0.723 -0.532 1.068
C 1.653 1.270 -1.767 -1.268
N 2.862 1.711 -1.993 -0.964
C 3.966 4.302 -0.350 -0.065
H -4.224 6.374 -0.447 0.373
H -4.720 5.588 -1.956 0.373
H -2.839 3.332 -2.314 0.497
H -3.192 2.424 1.725 0.646
H -3.419 6.092 -3.923 0.422
H -1.251 6.619 -4.981 0.431
H 0.758 6.989 -3.581 0.504
H -1.588 6.384 -0.059 0.548
H 4.634 6.736 1.905 0.533
H 6.397 5.092 2.515 0.406
H 6.488 2.902 1.399 0.427
H 5.415 1.238 -0.050 0.445
H 5.319 2.069 -1.611 0.315
H 2.954 0.581 1.026 0.595
H 0.898 1.280 -2.530 0.908
H 3.301 4.104 -1.179 0.744
C 0.619 -7.663 -3.726 -1.489
C 1.010 -6.375 -3.058 1.038
C 1.558 -6.357 -1.778 -1.196
C 1.956 -5.169 -1.183 -0.457
C 1.797 -3.977 -1.873 0.300
C 1.246 -3.970 -3.148 -0.465
C 0.857 -5.164 -3.732 -0.856
S 2.371 -2.415 -1.223 1.171
O 3.766 -2.532 -0.904 -0.760
O 1.972 -1.434 -2.190 -0.733
N 1.508 -2.156 0.140 0.131
C 1.752 -2.766 1.339 0.625
C 2.836 -3.601 1.676 -1.192
C 2.836 -4.215 2.907 -0.629
C 1.781 -4.004 3.796 -1.372
C 0.793 -3.127 3.416 -0.471
N 0.785 -2.509 2.232 0.319
H 0.947 -8.524 -3.149 0.389
H 1.068 -7.719 -4.718 0.387
H -0.464 -7.732 -3.858 0.276
H 1.704 -7.290 -1.246 0.394
H 2.402 -5.176 -0.198 0.412
H 1.170 -3.029 -3.676 0.629
H 0.452 -5.164 -4.738 0.442
H 3.646 -3.719 0.973 0.879
H 3.653 -4.868 3.185 0.458
H 1.738 -4.499 4.755 0.497
H -0.049 -2.910 4.063 0.634
O -2.530 -5.452 -5.493 -0.614
N -2.817 -5.394 -4.314 1.150
O -3.465 -6.228 -3.712 -0.622
C -2.365 -4.207 -3.576 0.122
C -2.243 -3.070 -4.294 -0.668
C -1.890 -1.843 -3.666 1.166
C -1.823 -0.631 -4.375 -1.129
C -1.574 0.531 -3.691 -1.395
C -1.361 0.460 -2.311 -1.132
N -1.369 -0.673 -1.639 0.504
C -1.635 -1.823 -2.284 -0.324
C -1.691 -3.056 -1.534 -1.036
N -1.395 -2.999 -0.229 0.939
C -1.427 -4.097 0.494 -0.421
C -1.766 -5.338 -0.045 -1.500
C -2.099 -5.421 -1.373 -0.638
C -2.074 -4.257 -2.167 0.838
H -2.442 -3.082 -5.357 0.599
H -1.986 -0.630 -5.445 0.503
H -1.533 1.488 -4.191 0.585
H -1.179 1.357 -1.728 1.668
H -1.173 -3.991 1.542 0.430
H -1.778 -6.219 0.580 0.496
H -2.393 -6.367 -1.797 0.587
C 0.014 0.847 6.707 -0.994
N -1.008 0.563 5.721 0.120
C -1.725 1.691 5.147 -0.920
C -0.649 -0.501 4.815 -0.689
C -1.827 -0.986 3.997 0.202
C -3.001 -1.224 4.739 -1.185
C -4.171 -1.666 4.154 -0.874
C -4.219 -1.931 2.797 -0.997
C -3.081 -1.733 2.028 -0.585
C -1.960 -1.244 2.650 1.609
H -0.284 1.707 7.300 0.386
H 0.992 1.066 6.251 0.326
H 0.134 -0.013 7.371 0.296
H -1.600 2.566 5.779 0.435
H -2.796 1.472 5.083 0.265
H -1.378 1.941 4.137 0.157
H -0.245 -1.327 5.410 0.592
H 0.126 -0.191 4.125 0.142
H -2.945 -1.032 5.803 0.517
H -5.054 -1.802 4.765 0.436
H -5.132 -2.271 2.326 0.496
H -3.111 -1.913 0.962 0.545
S 1.380 3.377 2.957 -0.365
C 0.865 1.981 2.416 0.506
N 0.456 0.904 2.140 -0.937

# 8
90
Properties=species:S:1:pos:R:3:mulliken_charge:R:1 method="wB97M-V/def2-TZVPD" orbital_gap_ev="4.884 / 3.209" homo_ev="-12.4 / -12.4" energy_ev=-139678.5487 total_charge=+2
N 10.469 1.732 -2.254 -0.572
C 10.207 1.637 -0.947 -0.308
C 8.893 1.627 -0.448 -0.430
C 7.814 1.667 -1.354 0.392
C 8.115 1.741 -2.731 -0.466
C 9.463 1.803 -3.130 -0.307
C 6.442 1.582 -0.876 -0.573
Pb -0.693 -0.313 0.882 0.851
P -3.870 -5.065 -0.240 0.336
C 5.514 0.757 -1.425 -0.317
C 4.156 0.620 -0.941 1.296
C 3.245 -0.234 -1.601 -0.920
C 1.930 -0.388 -1.123 -0.553
C 1.547 0.321 0.002 0.204
C 2.408 1.153 0.689 -0.315
C 3.720 1.314 0.212 -0.935
Br -3.497 -0.246 1.294 -0.429
H 6.200 2.197 -0.011 0.349
H 5.815 0.117 -2.264 0.419
H 8.719 1.527 0.620 0.375
H 7.328 1.759 -3.483 0.432
H 11.056 1.562 -0.261 0.355
H 9.719 1.900 -4.191 0.348
H 3.569 -0.778 -2.492 0.371
H 4.406 1.971 0.746 0.245
H 1.254 -1.068 -1.644 0.582
H 2.112 1.690 1.587 0.244
P -1.267 1.064 -1.415 0.498
C -2.379 -5.199 0.846 -0.374
C -2.022 -6.656 1.137 -1.215
H -2.627 -4.661 1.771 0.493
H -1.550 -4.679 0.344 0.242
H -1.435 -6.713 2.058 0.359
H -2.918 -7.274 1.266 0.367
H -1.417 -7.094 0.336 0.332
C -3.024 -4.762 -1.858 0.073
C -3.869 -5.168 -3.063 -1.207
H -2.095 -5.350 -1.822 0.477
H -2.766 -3.694 -1.895 -0.223
H -3.219 -5.315 -3.932 0.376
H -4.409 -6.105 -2.885 0.370
H -4.598 -4.394 -3.327 0.331
C -4.423 -3.354 0.175 -0.007
C -5.649 -3.357 1.086 -1.251
H -4.636 -2.847 -0.777 0.460
H -3.584 -2.830 0.655 -0.150
H -6.158 -2.391 1.016 0.348
H -6.357 -4.147 0.806 0.441
H -5.367 -3.501 2.135 0.331
C -2.875 1.954 -1.271 0.032
C -3.035 3.326 -1.918 -1.369
H -3.103 2.007 -0.196 -0.175
H -3.617 1.258 -1.686 0.626
H -2.408 4.094 -1.451 0.242
H -2.811 3.299 -2.990 0.340
H -4.080 3.642 -1.807 0.429
C -1.597 -0.176 -2.730 0.025
C -0.653 -0.259 -3.932 -1.428
H -2.625 0.034 -3.064 0.626
H -1.622 -1.154 -2.222 -0.380
H -0.949 0.437 -4.726 0.387
H 0.396 -0.062 -3.684 0.304
H -0.700 -1.271 -4.351 0.367
C -0.102 2.246 -2.172 -0.739
C 0.390 3.315 -1.193 -1.193
H -0.613 2.688 -3.044 0.737
H 0.752 1.654 -2.532 0.367
H 1.452 3.531 -1.362 0.367
H -0.156 4.257 -1.309 0.366
H 0.299 3.001 -0.145 0.007
C -2.123 3.886 2.302 -1.591
P -1.071 2.378 2.351 1.380
C 0.476 3.133 2.977 -1.565
C -1.698 1.567 3.883 0.598
C -0.868 0.695 4.617 -0.350
C -1.376 0.035 5.733 -0.790
C -2.713 0.207 6.114 -0.492
C -3.554 1.013 5.344 -0.696
C -3.056 1.677 4.226 -0.543
H -1.710 4.592 1.569 0.441
H -2.124 4.361 3.297 0.486
H -3.145 3.623 2.012 0.390
H 0.226 3.881 3.738 0.486
H 1.138 2.370 3.396 0.422
H 0.990 3.624 2.137 0.458
H 0.170 0.532 4.313 0.259
H -0.730 -0.633 6.307 0.408
H -3.105 -0.309 6.989 0.402
H -4.611 1.119 5.601 0.410
H -3.731 2.267 3.606 0.207